{
  "formula": "C8H20GaN2O3",
  "method": "ωB97M-V with the def2-TZVPD basis set",
  "elements": ["C", "C", "O", "N", "C", "C", "C", "C", "C", "Ga", "H", "H", "H", "H", "H", "H", "H", "H", "H", "H", "H", "H", "H", "H", "H", "H", "H", "C", "N", "O", "O", "H", "H", "H"],
  "xyz": [[1.745817, -1.168977, 1.426114], [2.447742, 0.023314, 0.512902], [3.697168, -0.195293, 0.065518], [1.635636, 1.281915, 0.303656], [2.637188, 2.420256, 0.586501], [1.201880, 1.472944, -1.133644], [-0.121312, 0.596141, -1.558223], [-1.561781, 1.339768, -1.146615], [-1.847591, 0.880676, 0.419168], [-3.548668, 1.706479, 1.254279], [0.580684, -1.085642, 1.208690], [2.181338, -2.230874, 1.123260], [1.952260, -0.899173, 2.547608], [2.100215, 3.461334, 0.650186], [3.479192, 2.388800, -0.240103], [3.124928, 2.128240, 1.635965], [1.073236, 2.644350, -1.288690], [2.092798, 1.102449, -1.834746], [-0.104085, 0.253308, -2.690877], [-0.095003, -0.384213, -0.877382], [-2.395957, 0.874959, -1.862339], [-1.528815, 2.502060, -1.280174], [-0.888518, 1.112691, 1.062291], [-1.993230, -0.302873, 0.396835], [-4.557423, 0.477770, 1.583408], [-3.145796, 2.347616, 2.666059], [-4.259941, 2.833348, 0.372317], [-0.160161, -4.147607, -0.395903], [-1.066081, -3.025014, -0.760212], [-1.853764, -2.629124, 0.106800], [-0.960777, -2.572966, -1.906379], [-0.361535, -4.443560, 0.635866], [-0.365863, -4.972761, -1.080807], [0.866221, -3.790341, -0.501326]],
  "atomic_forces_ev_per_a": [[-0.36, 1.08, -1.05], [4.31, -2.23, -1.37], [-7.19, 1.71, 2.45], [2.44, 0.00, -0.23], [0.78, -0.63, 0.74], [0.06, -0.60, -1.81], [-0.38, 0.12, 0.77], [0.59, -1.67, 0.40], [0.85, -0.61, -1.09], [0.23, -0.45, 0.25], [2.41, -0.26, 0.67], [-0.80, 2.47, 0.75], [-0.42, -0.63, -2.15], [0.94, -2.22, -0.18], [-1.56, 0.36, 1.67], [-0.93, 1.05, -2.27], [0.04, -2.59, 0.31], [-1.62, 1.00, 1.31], [0.26, 0.88, 2.25], [-0.01, 2.06, -1.70], [1.69, 1.18, 1.60], [0.03, -2.17, 0.20], [-1.76, -0.42, -1.32], [0.44, 2.51, 0.02], [-0.10, 0.02, -0.11], [0.11, 0.19, 0.25], [-0.01, 0.09, -0.28], [0.10, -0.16, 0.25], [-0.95, 0.95, -0.06], [1.16, -0.66, -1.47], [-0.23, -0.69, 1.56], [-0.03, 0.18, -0.26], [0.11, 0.23, 0.03], [-0.19, -0.08, -0.12]],
  "lowdin_charge": [-0.027, -0.313, -0.069, -0.170, -0.119, -0.212, -0.200, -0.276, -0.421, 0.112, 0.077, 0.084, 0.092, 0.101, 0.095, 0.106, 0.130, 0.124, 0.104, 0.073, 0.105, 0.090, 0.033, 0.023, -0.170, -0.179, -0.172, 0.028, -0.418, 0.051, 0.038, 0.095, 0.095, 0.088],
  "lumo_ev": 2.312,
  "total_energy_ha": -2576.554170,
  "multiplicity": 1,
  "total_charge": -1,
  "homo_lumo_gap_ev": 6.5070
}